No. 1
Here is a structure of composition C22H32F3MnNO8 in a non-equilibrium geometry from the OMol25 dataset. Energies are from ωB97M-V/def2-TZVPD.

As for the spin multiplicity: 7. As for the energy above the lowest of the compared OMol25 structures with the same formula, charge and spin: 1.034 eV. For the LUMO energy (alpha / beta), the calculation gives 1.624 / -0.150 eV. As for the total charge: -1. For the frontier orbital gap (alpha / beta), the calculation gives 5.3 / 3.8 eV. The strongest force on any atom comes out at 5.98 eV Å⁻¹.

Positions of all 67 atoms, in Å:
Mn: -0.72 -0.64 -0.02
C: -3.04 -2.36 -0.37
O: -2.86 -1.53 0.80
O: -1.76 -2.25 -1.00
C: -3.72 -3.77 -0.05
F: -5.03 -3.71 0.23
F: -3.68 -4.52 -1.11
F: -3.08 -4.45 0.88
C: -3.90 -1.40 1.70
C: -3.45 -0.24 2.60
H: -3.00 0.64 2.15
H: -4.28 0.14 3.20
H: -2.67 -0.60 3.27
H: -3.97 -2.35 2.23
H: -4.87 -1.12 1.29
H: -3.74 -1.82 -1.00
C: 1.89 1.51 -2.50
C: 1.01 0.54 -2.76
C: 0.57 0.23 -4.15
O: -0.40 -0.62 -4.42
C: 1.11 0.85 -5.25
C: 2.17 1.78 -5.00
C: 2.49 2.27 -3.52
O: 3.33 3.13 -3.40
O: 2.81 2.36 -5.97
O: 0.59 -0.13 -1.72
H: 2.24 1.68 -1.49
H: 0.81 0.71 -6.28
C: 2.22 -2.71 0.70
C: 2.50 -1.38 1.48
C: 3.39 -0.52 0.46
C: 3.59 0.88 1.04
C: 2.37 1.65 1.34
C: 1.38 0.88 2.18
N: 1.31 -0.58 1.65
O: 0.05 -1.27 1.89
C: 0.06 1.73 2.00
C: 1.75 1.00 3.71
C: 3.34 -1.67 2.80
H: 1.60 -3.36 1.31
H: 3.11 -3.24 0.35
H: 1.70 -2.49 -0.23
H: 3.05 -0.49 -0.57
H: 4.33 -1.07 0.37
H: 4.12 1.45 0.28
H: 4.25 0.85 1.91
H: 1.95 2.15 0.47
H: 2.75 2.54 1.84
H: 0.30 2.78 1.81
H: -0.71 1.53 2.75
H: -0.40 1.45 1.05
H: 1.09 0.34 4.27
H: 1.56 2.03 4.01
H: 2.79 0.70 3.83
H: 3.90 -2.60 2.76
H: 2.68 -1.58 3.66
H: 4.19 -1.00 2.88
C: -1.89 2.06 -2.81
C: -2.54 1.53 -1.54
O: -1.91 0.96 -0.66
C: -4.07 1.62 -1.48
H: -0.91 2.53 -2.64
H: -2.55 2.89 -3.07
H: -1.82 1.26 -3.54
H: -4.46 1.39 -0.49
H: -4.40 0.90 -2.23
H: -4.52 2.52 -1.91



No. 2
Here is a structure of composition C22H32GeN5O4PSeTi in a non-equilibrium geometry from the OMol25 dataset. Energies are from ωB97M-V/def2-TZVPD.

As for the energy above the lowest of the compared OMol25 structures with the same formula, charge and spin: 1.191 eV. For the LUMO energy, the calculation gives -7.302 eV. As for the total charge: +2. For the frontier orbital gap, the calculation gives 6.9 eV. The strongest force on any atom comes out at 1.47 eV Å⁻¹.

Positions of all 67 atoms, in Å:
Ti: -0.51 -0.41 0.65
O: 0.57 -0.79 2.67
C: 1.41 -0.80 1.77
O: 1.08 -1.37 0.64
C: 2.59 0.11 1.74
P: 2.16 1.19 0.25
C: 3.12 2.69 0.61
C: 3.01 3.39 1.82
C: 3.81 4.49 2.05
C: 4.71 4.92 1.08
C: 4.82 4.23 -0.12
C: 4.03 3.12 -0.35
C: 0.45 1.83 0.71
C: -0.13 1.94 1.99
C: -1.22 2.78 2.20
C: -1.72 3.55 1.17
C: -1.16 3.46 -0.11
C: -0.12 2.59 -0.34
H: 3.52 -0.42 1.48
H: 2.72 0.65 2.67
H: 2.30 3.07 2.58
H: 3.72 5.03 2.99
H: 5.33 5.78 1.26
H: 5.53 4.56 -0.87
H: 4.12 2.57 -1.29
H: 0.33 1.48 2.86
H: -1.64 2.87 3.20
H: -2.52 4.25 1.35
H: -1.53 4.08 -0.91
H: 0.35 2.55 -1.32
N: -5.17 1.92 0.56
N: -4.15 1.26 -0.01
N: -4.13 0.99 -1.30
C: -2.94 0.43 -1.44
N: -2.28 0.39 -0.27
N: -3.08 0.93 0.64
H: -6.03 1.88 0.02
H: -5.23 1.82 1.56
H: -2.57 0.09 -2.39
C: -2.79 -2.08 3.82
O: -2.28 -0.81 3.31
C: -1.76 -0.77 2.16
O: -1.69 -1.72 1.34
H: -2.77 -1.99 4.90
H: -2.15 -2.89 3.49
H: -3.81 -2.23 3.47
C: -0.69 -4.86 -4.22
Ge: -0.27 -3.99 -2.52
C: -1.47 -4.41 -1.03
C: 1.58 -4.35 -1.95
C: -0.67 -2.04 -2.95
Se: 0.13 -0.57 -1.93
C: 1.96 -1.09 -2.31
H: -0.57 -5.94 -4.12
H: 0.00 -4.52 -4.99
H: -1.71 -4.65 -4.53
H: -1.30 -5.43 -0.68
H: -2.52 -4.32 -1.31
H: -1.27 -3.74 -0.20
H: 1.68 -5.44 -1.91
H: 1.78 -3.96 -0.95
H: 2.33 -3.98 -2.65
H: -1.76 -1.92 -2.91
H: -0.37 -1.82 -3.98
H: 1.94 -1.61 -3.26
H: 2.34 -1.75 -1.52
H: 2.56 -0.20 -2.37



No. 3
Here is a structure of composition C22H32LiN3O2P2 from the OMol25 dataset. Energies are from ωB97M-V/def2-TZVPD.

As for the energy above the lowest of the compared OMol25 structures with the same formula, charge and spin: 0.698 eV. For the LUMO energy, the calculation gives -0.859 eV. As for the total charge: 0. For the frontier orbital gap, the calculation gives 7.6 eV. The strongest force on any atom comes out at 0.94 eV Å⁻¹.

Positions of all 62 atoms, in Å:
Li: 1.90 0.03 0.77
C: 0.88 -2.68 -0.57
P: 0.04 -1.67 0.70
C: -1.06 -0.76 -0.46
N: -1.70 -1.45 -1.36
C: -2.44 -0.80 -2.28
C: -3.14 -1.51 -3.27
C: -3.84 -0.83 -4.22
C: -3.86 0.58 -4.23
C: -3.20 1.30 -3.28
C: -2.47 0.62 -2.28
N: -1.78 1.32 -1.35
C: -1.10 0.66 -0.45
P: 0.00 1.56 0.70
C: -1.03 1.49 2.22
C: -0.12 3.36 0.17
C: 0.80 4.14 1.11
C: 0.47 3.43 -1.24
C: -1.53 3.94 0.21
C: -1.16 -2.91 1.50
C: -0.29 -3.79 2.41
C: -2.12 -2.10 2.37
C: -1.94 -3.77 0.51
H: 0.16 -3.09 -1.28
H: 1.45 -3.46 -0.08
H: 1.59 -2.03 -1.09
H: -3.11 -2.59 -3.25
H: -4.38 -1.36 -4.99
H: -4.40 1.09 -5.01
H: -3.21 2.38 -3.27
H: -2.07 1.72 2.00
H: -0.63 2.20 2.94
H: -0.96 0.49 2.64
H: 1.80 3.70 1.12
H: 0.42 4.16 2.13
H: 0.89 5.17 0.77
H: 1.47 3.00 -1.24
H: 0.54 4.46 -1.57
H: -0.15 2.89 -1.94
H: -1.91 4.00 1.23
H: -2.21 3.33 -0.38
H: -1.53 4.94 -0.20
H: 0.32 -3.17 3.06
H: 0.37 -4.43 1.83
H: -0.92 -4.42 3.03
H: -1.57 -1.55 3.13
H: -2.82 -2.76 2.87
H: -2.69 -1.40 1.76
H: -1.29 -4.48 0.00
H: -2.44 -3.16 -0.23
H: -2.70 -4.34 1.05
O: 4.16 -2.43 0.52
C: 4.56 -1.29 0.60
C: 6.03 -0.86 0.61
C: 5.96 0.66 0.71
C: 4.45 0.94 0.74
O: 3.93 2.04 0.81
N: 3.75 -0.21 0.69
H: 6.51 -1.21 -0.30
H: 6.53 -1.32 1.46
H: 6.40 1.17 -0.15
H: 6.42 1.06 1.61



No. 4
Here is the molecule C22H32N4O3S in a non-equilibrium geometry from the OMol25 dataset. Energies are from ωB97M-V/def2-TZVPD.

As for the energy above the lowest of the compared OMol25 structures with the same formula, charge and spin: 1.224 eV. For the LUMO energy, the calculation gives 0.528 eV. As for the total charge: 0. For the frontier orbital gap, the calculation gives 8.9 eV. The strongest force on any atom comes out at 1.22 eV Å⁻¹. As for the SMILES: Cc1ccc(N(CC(=O)NC2CCCCCC2)S(=O)(=O)c2c(C)nn(C)c2C)cc1.

Positions of all 62 atoms, in Å:
C: -1.89 -5.59 -0.98
C: -1.59 -4.22 -0.44
C: -0.63 -4.04 0.55
C: -0.33 -2.78 1.04
C: -1.00 -1.66 0.55
N: -0.74 -0.37 1.03
C: 0.03 -0.19 2.24
C: 1.53 -0.50 2.09
O: 2.10 -1.24 2.87
N: 2.10 0.12 1.06
C: 3.50 0.00 0.71
C: 4.21 1.35 0.93
C: 5.30 1.67 -0.09
C: 4.78 2.05 -1.49
C: 3.31 1.73 -1.77
C: 2.99 0.24 -1.82
C: 3.63 -0.59 -0.70
S: -0.81 0.92 -0.06
O: -0.34 0.49 -1.35
O: -0.11 2.01 0.56
C: -2.51 1.37 -0.15
C: -3.40 1.39 -1.25
C: -3.12 0.99 -2.66
N: -4.57 1.83 -0.86
N: -4.48 2.10 0.44
C: -5.62 2.61 1.15
C: -3.25 1.85 0.92
C: -2.83 2.08 2.33
C: -1.97 -1.84 -0.43
C: -2.25 -3.10 -0.92
H: -1.20 -5.83 -1.78
H: -2.90 -5.64 -1.37
H: -1.77 -6.35 -0.20
H: -0.11 -4.89 0.95
H: 0.42 -2.68 1.80
H: -0.39 -0.82 3.03
H: -0.06 0.86 2.52
H: 1.55 0.78 0.52
H: 3.91 -0.74 1.41
H: 4.66 1.35 1.92
H: 3.47 2.15 0.92
H: 5.89 2.50 0.30
H: 5.98 0.81 -0.16
H: 5.39 1.56 -2.25
H: 4.91 3.13 -1.63
H: 2.68 2.22 -1.02
H: 3.04 2.17 -2.73
H: 3.34 -0.17 -2.77
H: 1.91 0.12 -1.80
H: 4.69 -0.73 -0.91
H: 3.17 -1.58 -0.69
H: -3.74 0.14 -2.94
H: -2.07 0.73 -2.77
H: -3.37 1.81 -3.33
H: -5.43 3.62 1.52
H: -6.45 2.64 0.45
H: -5.87 1.97 1.99
H: -1.79 2.39 2.34
H: -3.44 2.84 2.80
H: -2.92 1.16 2.91
H: -2.50 -0.99 -0.82
H: -3.01 -3.21 -1.69



No. 5
Here is the molecule C22H32N4OS from the OMol25 dataset. Energies are from ωB97M-V/def2-TZVPD.

As for the energy above the lowest of the compared OMol25 structures with the same formula, charge and spin: 0.797 eV. For the LUMO energy, the calculation gives 0.489 eV. As for the total charge: 0. For the frontier orbital gap, the calculation gives 8.6 eV. The strongest force on any atom comes out at 0.86 eV Å⁻¹. As for the SMILES: CSCCCN1CCC(n2nccc2NC(=O)CCCc2ccccc2)CC1.

Positions of all 60 atoms, in Å:
C: -1.77 -3.57 -0.86
S: -0.21 -4.40 -1.26
C: 0.60 -4.42 0.39
C: 1.76 -3.44 0.49
C: 1.30 -1.99 0.26
N: 2.33 -0.97 0.31
C: 3.06 -0.90 1.56
C: 3.70 0.49 1.69
C: 4.42 0.91 0.39
N: 3.85 2.09 -0.22
N: 4.72 3.03 -0.62
C: 4.00 4.00 -1.15
C: 2.64 3.70 -1.10
C: 2.57 2.46 -0.50
N: 1.48 1.67 -0.20
C: 0.18 2.07 -0.32
O: -0.17 3.17 -0.66
C: -0.79 0.95 0.04
C: -2.24 1.41 -0.08
C: -3.22 0.30 0.31
C: -4.64 0.77 0.16
C: -5.35 0.51 -1.01
C: -6.64 0.97 -1.17
C: -7.24 1.71 -0.16
C: -6.54 1.98 1.00
C: -5.25 1.51 1.16
C: 4.53 -0.27 -0.58
C: 3.20 -0.96 -0.87
H: -2.34 -4.18 -0.16
H: -1.58 -2.59 -0.43
H: -2.32 -3.47 -1.79
H: -0.17 -4.19 1.12
H: 0.95 -5.44 0.54
H: 2.21 -3.54 1.48
H: 2.51 -3.71 -0.26
H: 0.55 -1.74 1.02
H: 0.83 -1.93 -0.72
H: 3.84 -1.67 1.63
H: 2.36 -1.05 2.38
H: 4.41 0.47 2.52
H: 2.94 1.23 1.93
H: 5.44 1.23 0.62
H: 4.48 4.87 -1.54
H: 1.81 4.29 -1.44
H: 1.68 0.70 0.08
H: -0.58 0.63 1.06
H: -0.61 0.11 -0.63
H: -2.40 2.28 0.56
H: -2.43 1.72 -1.11
H: -3.05 -0.57 -0.32
H: -3.04 0.01 1.35
H: -4.89 -0.07 -1.80
H: -7.19 0.75 -2.08
H: -8.25 2.07 -0.28
H: -7.01 2.56 1.79
H: -4.71 1.73 2.07
H: 4.96 0.09 -1.52
H: 5.23 -0.99 -0.15
H: 3.41 -1.97 -1.23
H: 2.66 -0.43 -1.67



No. 6
Here is the molecule C22H32N6O in a non-equilibrium geometry from the OMol25 dataset. Energies are from ωB97M-V/def2-TZVPD.

As for the energy above the lowest of the compared OMol25 structures with the same formula, charge and spin: 0.000 eV. For the LUMO energy, the calculation gives 0.819 eV. As for the total charge: 0. For the frontier orbital gap, the calculation gives 8.4 eV. The strongest force on any atom comes out at 1.13 eV Å⁻¹. As for the SMILES: C[C@H]1CCCN(C(=O)C2CCN(c3ncnc4c3nc3n4CCCCC3)CC2)C1.

Positions of all 61 atoms, in Å:
C: 7.04 -1.84 1.57
C: 6.03 -0.81 1.09
C: 6.68 0.57 0.91
C: 5.67 1.57 0.37
C: 5.06 1.04 -0.93
N: 4.46 -0.25 -0.71
C: 3.15 -0.59 -0.77
O: 2.77 -1.71 -0.48
C: 2.15 0.48 -1.21
C: 0.87 -0.18 -1.75
C: -0.22 -0.24 -0.68
N: -0.59 1.10 -0.28
C: -1.85 1.49 -0.09
N: -2.06 2.77 0.25
C: -3.29 3.20 0.45
N: -4.43 2.54 0.36
C: -4.23 1.26 0.02
C: -2.98 0.66 -0.22
N: -3.19 -0.66 -0.55
C: -4.48 -0.84 -0.51
N: -5.17 0.29 -0.18
C: -6.58 0.45 -0.02
C: -7.15 -0.46 1.07
C: -7.28 -1.92 0.63
C: -5.95 -2.64 0.42
C: -5.16 -2.13 -0.79
C: 0.48 2.07 -0.19
C: 1.82 1.37 0.00
C: 5.41 -1.24 -0.24
H: 7.47 -1.54 2.52
H: 7.84 -1.96 0.85
H: 6.56 -2.81 1.71
H: 5.23 -0.72 1.83
H: 7.08 0.92 1.87
H: 7.52 0.48 0.22
H: 6.14 2.53 0.18
H: 4.87 1.71 1.10
H: 4.34 1.75 -1.33
H: 5.86 0.92 -1.68
H: 2.58 1.08 -2.01
H: 1.09 -1.20 -2.07
H: 0.49 0.38 -2.60
H: -1.11 -0.75 -1.05
H: 0.15 -0.81 0.18
H: -3.38 4.25 0.73
H: -6.74 1.50 0.24
H: -7.08 0.25 -0.97
H: -8.14 -0.09 1.34
H: -6.51 -0.40 1.95
H: -7.84 -2.46 1.41
H: -7.87 -1.97 -0.29
H: -5.33 -2.55 1.31
H: -6.16 -3.70 0.26
H: -4.39 -2.85 -1.06
H: -5.83 -2.02 -1.65
H: 0.51 2.69 -1.10
H: 0.26 2.73 0.65
H: 1.77 0.75 0.90
H: 2.60 2.12 0.15
H: 4.88 -2.19 -0.13
H: 6.20 -1.35 -1.00